{"formula": "C39H50Cl3Ge2O2Ru", "method": "ωB97M-V/def2-TZVPD", "homo_ev": [-7.6, -7.6], "e_above_lowest_kj_mol": 365.7, "spin_multiplicity": 2, "e_tot_ev": -198530.4310, "homo_lumo_gap_ha": [0.1813, 0.2351], "e_lumo_ev": [-2.6, -1.2], "elements": ["Ru", "C", "C", "C", "C", "C", "C", "C", "C", "C", "C", "C", "C", "C", "C", "C", "C", "C", "H", "H", "H", "H", "H", "H", "H", "H", "H", "H", "H", "H", "H", "H", "H", "H", "H", "H", "H", "H", "H", "H", "H", "H", "H", "H", "H", "H", "H", "Cl", "Ge", "Cl", "Cl", "C", "H", "H", "O", "C", "O", "C", "C", "Ge", "C", "C", "C", "C", "C", "C", "C", "C", "C", "C", "C", "C", "C", "C", "C", "C", "C", "C", "H", "H", "H", "H", "H", "H", "H", "H", "H", "H", "H", "H", "H", "H", "H", "H", "H", "H", "H"], "xyz": [[-1.017598, -0.048076, 0.769511], [-3.055398, 0.591024, 2.354511], [-2.882198, -0.805376, 2.105411], [-3.347398, -1.055076, 0.747511], [-3.630498, 0.230924, 0.202911], [-3.519298, 1.237224, 1.195111], [-4.062098, 2.637624, 1.078311], [-5.538998, 2.562524, 1.510111], [-3.339698, 3.632324, 1.990211], [-3.962898, 3.123824, -0.370289], [-3.893498, -2.306876, 0.063611], [-4.825498, -1.908176, -1.095189], [-4.763998, -3.103976, 1.048311], [-2.798798, -3.186676, -0.554189], [-2.307198, -1.687176, 3.211211], [-3.390298, -2.053276, 4.235811], [-1.201198, -0.891376, 3.942011], [-1.615598, -2.940876, 2.662611], [-2.925398, 1.068824, 3.309711], [-4.026698, 0.408324, -0.778189], [-5.607498, 2.269824, 2.555311], [-6.081998, 1.834824, 0.911811], [-6.013298, 3.533224, 1.392311], [-3.350698, 3.305024, 3.026111], [-3.830398, 4.601224, 1.934211], [-2.309398, 3.762024, 1.675211], [-4.653598, 2.586624, -1.015189], [-2.948598, 2.976124, -0.741889], [-4.194198, 4.183524, -0.429489], [-5.637698, -1.274576, -0.746789], [-5.263098, -2.805576, -1.528089], [-4.279998, -1.396876, -1.883089], [-5.497298, -2.445676, 1.512111], [-4.179998, -3.575076, 1.830011], [-5.297598, -3.888176, 0.513111], [-2.198598, -2.584876, -1.234889], [-3.256198, -3.996676, -1.121089], [-2.137498, -3.616676, 0.188111], [-3.835698, -1.153076, 4.653611], [-2.948498, -2.629776, 5.046611], [-4.183198, -2.642076, 3.784611], [-1.601398, -0.061576, 4.518511], [-0.472098, -0.498276, 3.207811], [-0.668498, -1.548276, 4.627711], [-2.324998, -3.666876, 2.281811], [-1.042398, -3.425776, 3.451611], [-0.924698, -2.651476, 1.859711], [-0.615898, 5.302824, -0.065489], [0.371002, 3.329124, -0.410989], [-0.299098, 2.127924, 1.603511], [2.339502, 3.861424, 0.518811], [2.086702, 0.097424, 0.726211], [1.447402, 0.707224, 0.097111], [1.597102, -0.427976, 1.548411], [0.201202, -1.807176, -0.337589], [0.103202, -1.236076, -1.447789], [-0.475898, -0.125076, -1.563389], [0.666502, -1.895676, -2.700689], [2.198202, -1.902176, -2.768389], [3.217402, -0.350576, -1.970289], [2.658202, 1.469724, -2.546089], [3.547402, 2.521124, -2.339389], [3.240002, 3.803124, -2.759089], [2.043102, 4.051924, -3.411589], [1.161402, 3.009424, -3.645089], [1.465502, 1.728024, -3.209789], [3.202302, -0.601976, 0.016611], [3.476002, 0.611724, 0.934711], [4.117202, 0.350024, 2.206611], [4.246102, -0.907676, 2.680111], [4.011602, -2.033976, 1.834311], [3.631902, -1.883576, 0.546611], [5.131602, -0.407276, -2.502889], [5.485802, -0.118776, -3.815189], [6.813202, -0.051476, -4.196889], [7.814002, -0.261076, -3.262389], [7.475102, -0.535076, -1.948489], [6.144102, -0.604476, -1.574589], [0.248202, -1.371976, -3.562389], [0.311502, -2.931276, -2.718889], [2.498702, -2.022376, -3.811189], [2.581802, -2.774376, -2.236989], [4.493202, 2.330924, -1.846389], [3.937502, 4.608024, -2.580789], [1.803902, 5.051924, -3.744189], [0.231102, 3.192824, -4.164189], [0.764802, 0.925824, -3.389289], [3.690402, 1.569524, 0.475511], [4.475502, 1.201824, 2.765711], [4.643702, -1.084176, 3.668211], [4.266802, -3.012076, 2.214511], [3.631502, -2.728976, -0.129889], [4.705902, 0.063824, -4.543089], [7.072202, 0.170824, -5.222389], [8.853302, -0.207976, -3.554889], [8.248402, -0.689076, -1.209789], [5.883102, -0.810876, -0.545389]], "forces_ev_per_angstrom": [[-3.54, 0.34, -1.54], [0.96, -1.13, 0.07], [1.01, 0.59, 0.79], [0.13, 0.55, -0.73], [0.52, -0.21, 0.33], [0.02, -0.20, -0.75], [0.13, 0.32, -0.09], [0.19, -0.24, -0.02], [0.13, -0.20, -0.13], [0.13, -0.19, 0.11], [0.00, -0.38, -0.27], [0.14, 0.03, 0.14], [0.18, 0.15, -0.01], [0.01, 0.13, 0.09], [0.18, -0.26, 0.25], [0.10, 0.02, -0.21], [0.03, -0.03, -0.36], [-0.05, 0.23, -0.15], [0.29, 0.04, 0.01], [0.11, 0.01, -0.16], [-0.09, -0.03, 0.14], [-0.13, -0.08, -0.08], [0.01, 0.14, -0.04], [0.00, -0.01, 0.20], [-0.09, 0.06, -0.01], [0.01, 0.09, 0.06], [-0.09, -0.06, -0.14], [0.04, 0.09, -0.09], [-0.04, 0.10, 0.01], [-0.12, 0.10, -0.01], [0.02, -0.07, 0.01], [0.03, 0.10, -0.14], [-0.12, 0.00, 0.07], [0.01, -0.04, 0.08], [-0.01, -0.03, -0.04], [0.04, -0.06, -0.06], [-0.06, -0.06, -0.01], [0.11, -0.02, 0.02], [-0.05, 0.09, 0.10], [0.01, -0.05, 0.07], [-0.10, -0.09, -0.01], [0.05, 0.14, 0.00], [-0.15, -0.10, 0.45], [0.00, -0.03, 0.04], [0.02, -0.09, -0.08], [0.01, 0.02, 0.05], [-0.04, -0.26, 0.12], [-0.26, 0.25, 0.19], [0.35, -0.03, -0.76], [0.08, -0.42, 0.51], [0.06, 0.21, 0.21], [0.14, 0.22, -0.11], [0.14, 0.01, 0.07], [0.21, 0.09, -0.07], [-0.57, 0.15, 1.16], [0.05, -0.34, -0.65], [-0.23, 0.70, 1.32], [-0.19, 0.13, 0.23], [0.40, 0.51, 0.17], [0.42, -0.10, 0.23], [0.07, -0.72, 0.20], [0.10, -0.11, 0.04], [0.10, 0.05, -0.06], [0.01, 0.00, -0.05], [-0.04, -0.06, -0.14], [0.00, -0.10, -0.22], [-0.36, 0.14, -1.18], [-0.29, 0.60, -0.12], [0.17, -0.58, 0.51], [0.11, 1.01, 0.27], [-0.25, -0.57, -0.84], [0.13, -0.49, 0.51], [-0.67, 0.00, 0.06], [-0.14, -0.07, -0.09], [0.08, 0.03, -0.18], [0.05, -0.02, 0.04], [0.16, -0.01, 0.04], [-0.19, -0.09, 0.21], [0.02, -0.02, 0.09], [-0.07, 0.11, -0.02], [0.08, 0.05, 0.05], [0.05, 0.03, 0.05], [0.05, 0.05, 0.02], [0.04, 0.07, 0.05], [-0.02, 0.07, -0.01], [-0.08, 0.02, -0.02], [-0.09, 0.03, 0.02], [-0.02, -0.07, -0.01], [0.04, 0.05, 0.11], [0.12, 0.05, 0.09], [0.03, -0.15, -0.05], [0.06, -0.14, 0.06], [-0.01, 0.05, -0.14], [0.00, 0.02, -0.08], [0.05, 0.02, -0.03], [0.07, -0.02, 0.06], [0.06, -0.02, 0.13]]}